Version one
DFT (wB97M-V/def2-TZVPD) results for 2 unconnected molecules or ions with the total composition C5H10N2.

CARTESIAN COORDINATES (ANGSTROEM)
N: 1.76780 -0.13702 0.04889
N: -1.93599 0.05627 -0.12042
C: 2.88255 -0.94078 -0.08030
C: -2.36386 1.10917 -0.64166
C: 1.20071 1.33784 0.09267
C: -2.33636 -1.18131 0.40857
C: 0.55910 0.06030 -0.02382
H: 1.37030 1.96319 -0.80725
H: 3.30526 -1.14019 0.87954
H: 1.29392 1.98884 1.09174
H: -1.91637 -1.99033 -0.14926
H: 2.74190 -1.74681 -0.70350
H: 3.78414 -0.39421 -0.42343
H: -3.46118 -1.16568 0.33772
H: -1.59908 1.92635 -0.67219
H: -1.96057 -1.30842 1.45599
H: -3.33228 1.56280 -0.69328

Its total charge is +2. The value obtained for the orbital gap (spin up / spin down) is 8.52 / 8.35 eV.

Atom-resolved charges from Mulliken, all expressed in e: 0.274 0.023 -0.682 0.028 -0.417 -0.670 0.118 0.341 0.363 0.296 0.336 0.383 0.333 0.376 0.212 0.328 0.358

Version two
DFT (wB97M-V/def2-TZVPD) results for a gas-phase ion, C5H10N2 (charge +2).

CARTESIAN COORDINATES (ANGSTROEM)
N: -1.34416 0.00748 -0.13223
N: 2.23116 -0.07652 -0.32784
C: 1.07805 -0.09036 -0.62469
C: 3.50133 -0.02684 0.04636
C: -2.63550 0.37907 -0.54232
C: -0.33602 0.10925 -0.98997
C: -1.19016 -0.28309 1.24382
H: 3.95990 0.99386 -0.10182
H: -3.26178 0.89002 0.19196
H: -1.96093 -0.98416 1.50745
H: -2.41511 0.76959 -1.51003
H: -0.54970 0.39269 -2.00539
H: -1.19259 0.47825 2.03746
H: 3.96531 -0.69061 -0.66642
H: 3.65896 -0.40058 1.07664
H: -0.26388 -0.79204 1.34039
H: -3.24489 -0.67600 -0.54336

Its total charge is +2. The value obtained for the orbital gap is 9.19 eV.

Atom-resolved charges from Mulliken, all expressed in e: 0.083 0.124 -0.023 -0.604 -0.675 0.385 -0.806 0.348 0.398 0.372 0.169 0.435 0.349 0.348 0.341 0.350 0.408

It is version one that is the least stable of them.

Version one
DFT (wB97M-V/def2-TZVPD) results for 2 unconnected molecules or ions with the total composition C3H6NO2.

CARTESIAN COORDINATES (ANGSTROEM)
O: 0.94163 2.14936 -1.52390
O: -1.94878 -2.82825 1.04250
N: 0.29545 -0.07709 -1.33353
C: 0.57911 1.23625 0.65770
C: -1.12197 -2.06609 0.59966
C: 0.65234 1.10758 -0.87882
H: -0.49110 -2.22304 -0.28940
H: -0.47426 1.28467 0.91705
H: 1.10494 2.11822 1.01463
H: 1.09992 0.39543 1.12260
H: -0.99612 -1.05615 1.02188
H: 0.35884 -0.04088 -2.35038

Its total charge is -1. The value obtained for the orbital gap is 7.43 eV.

Atom-resolved charges from Mulliken, all expressed in e: -0.768 -0.497 -0.520 -0.789 0.137 0.292 0.264 0.130 0.297 0.242 0.035 0.178

Version two
DFT (wB97M-V/def2-TZVPD) results for a gas-phase ion, C3H6NO2 (charge -1).

CARTESIAN COORDINATES (ANGSTROEM)
O: -2.13915 -1.15208 -1.05770
O: 2.51367 0.05402 -0.68197
N: 0.65402 0.68036 0.52119
C: -0.52946 -0.23308 0.56027
C: 1.88013 0.07360 0.35642
C: -1.34168 -0.11919 -0.77377
H: -0.27592 -1.26031 0.83334
H: -1.87526 0.86026 -0.69408
H: 0.50472 1.40759 -0.16659
H: -1.16068 0.14546 1.37939
H: -0.49007 -0.00278 -1.51667
H: 2.25969 -0.45385 1.24018

Its total charge is -1. The value obtained for the orbital gap is 6.55 eV. As for the structure (SMILES): O=CNCC[O-].

Atom-resolved charges from Mulliken, all expressed in e: -0.860 -0.564 -0.287 -0.407 0.024 -0.344 0.340 0.151 0.250 0.220 0.100 0.379

Version three
DFT (wB97M-V/def2-TZVPD) results for 2 unconnected molecules or ions with the total composition C3H6NO2.

CARTESIAN COORDINATES (ANGSTROEM)
O: 1.69158 -0.27997 0.46129
O: 2.58404 -2.12854 -0.62280
N: -1.60057 1.14286 0.11528
C: 2.36856 -1.29246 0.30495
C: -0.38738 1.08634 -0.72024
C: -2.30475 0.09978 0.63987
H: -0.32831 0.04873 -1.18176
H: -3.44154 0.25476 0.67923
H: 0.55957 1.40923 -0.10429
H: 3.23882 -1.25652 1.09932
H: -0.39008 1.88702 -1.41962
H: -1.98995 -0.97124 0.74877

Its total charge is -1. The value obtained for the orbital gap is 7.47 eV.

Atom-resolved charges from Mulliken, all expressed in e: -0.465 -0.621 -0.450 -0.167 -0.484 -0.279 0.224 0.231 0.182 0.259 0.295 0.276

Version four
DFT (wB97M-V/def2-TZVPD) results for a gas-phase ion, C3H6NO2 (charge -1).

CARTESIAN COORDINATES (ANGSTROEM)
O: 0.04169 -1.27591 -1.91197
O: -0.54792 -2.16858 0.05366
N: 0.63067 1.20216 -0.71816
C: -0.57638 0.34757 1.15554
C: 0.49340 -0.05705 0.08213
C: -0.09417 -1.23712 -0.66738
H: -0.22745 1.16364 -1.25695
H: 1.42171 -0.40550 0.52511
H: -0.58141 -0.44360 1.89525
H: -0.34377 1.31760 1.59170
H: -1.55593 0.44178 0.69013
H: 1.33956 1.11501 -1.43906

Its total charge is -1. The value obtained for the orbital gap is 8.31 eV. As for the structure (SMILES): C[C@H](N)C(=O)[O-].

Atom-resolved charges from Mulliken, all expressed in e: -0.756 -0.749 -0.796 -1.327 0.231 0.447 0.310 0.365 0.304 0.420 0.288 0.264

It is version three that is the least stable of them.

Version one
DFT (wB97M-V/def2-TZVPD) results for 2 unconnected molecules or ions with the total composition C3H6NO2.

CARTESIAN COORDINATES (ANGSTROEM)
O: 0.64380 -1.64923 -1.25597
O: 2.45620 -2.30606 -0.01516
N: -0.65783 1.69023 1.30722
C: 1.88281 -1.70099 -1.05015
C: -0.57726 0.90177 0.13939
C: -1.65329 0.18129 -0.26473
H: -1.16772 1.19395 2.06985
H: -2.10267 -0.39457 0.55478
H: 0.47361 0.68623 -0.19002
H: 0.22968 1.96159 1.61896
H: 2.58987 -0.90702 -1.58923
H: -2.11721 0.34281 -1.32495

Its total charge is -1. The value obtained for the orbital gap is 7.85 eV.

Atom-resolved charges from Mulliken, all expressed in e: -0.569 -0.709 -0.448 0.060 -0.131 -0.460 0.196 0.201 0.191 0.270 0.234 0.165

Version two
DFT (wB97M-V/def2-TZVPD) results for a gas-phase ion, C3H6NO2 (charge -1).

CARTESIAN COORDINATES (ANGSTROEM)
O: 0.54742 0.27056 -2.64849
O: -1.38985 0.04337 2.52936
N: 0.17496 0.38381 0.94109
C: -0.49859 -0.39921 1.79011
C: -0.21143 0.32547 -1.60950
C: 0.63217 -0.28398 -0.31083
H: -0.55854 1.29507 -1.36183
H: -1.15600 -0.37199 -1.72268
H: 0.54549 -1.43592 -0.28223
H: -0.10829 -1.37910 2.00866
H: 0.27256 1.44507 0.99923
H: 1.75011 0.10684 -0.33288

Its total charge is -1. The value obtained for the orbital gap is 6.54 eV. As for the structure (SMILES): O=CNCC[O-].

Atom-resolved charges from Mulliken, all expressed in e: -0.831 -0.643 -0.081 -0.011 -0.409 -0.487 0.251 0.096 0.307 0.315 0.261 0.233

It is version one that is the least stable of them.

Version one
DFT (wB97M-V/def2-TZVPD) results for 2 unconnected molecules or ions with the total composition C3H6NO2.

CARTESIAN COORDINATES (ANGSTROEM)
O: 1.39227 1.30012 0.61421
O: 1.76578 0.15025 -1.29011
N: -1.76883 -0.37277 0.50912
C: -1.48922 0.61546 -0.22684
C: 2.03869 0.99629 -0.40885
C: -0.72757 -1.39820 0.58262
H: -1.20948 -2.37740 0.50766
H: 0.02247 -1.28326 -0.20495
H: -2.21244 1.43194 -0.25537
H: 2.99358 1.57355 -0.57387
H: -0.23869 -1.31853 1.55234
H: -0.56658 0.68254 -0.80597

Its total charge is -1. The value obtained for the orbital gap is 8.55 eV.

Atom-resolved charges from Mulliken, all expressed in e: -0.646 -0.661 -0.515 -0.133 -0.070 -0.571 0.307 0.260 0.262 0.408 0.185 0.175

Version two
DFT (wB97M-V/def2-TZVPD) results for a molecular structure, C3H6NO2.

CARTESIAN COORDINATES (ANGSTROEM)
O: 0.84868 1.55220 -2.52838
O: 0.63264 -1.71465 1.23044
N: 0.19857 -0.09983 -0.45467
C: -0.01737 -0.79966 0.68476
C: -1.21505 -0.17448 1.58666
C: 1.32502 0.70366 -1.72527
H: -2.01585 -0.31727 0.87064
H: -0.64224 0.26291 -1.01095
H: 1.48712 -0.24752 -2.10971
H: -1.17739 0.82850 1.88091
H: -1.40709 -0.97152 2.45017
H: 1.98297 0.97765 -0.87460

Its total charge is -1. The value obtained for the orbital gap is 8.11 eV.

Atom-resolved charges from Mulliken, all expressed in e: -0.685 -0.683 -0.438 0.470 -0.902 -0.165 0.265 0.166 0.280 0.288 0.223 0.179

Version three
DFT (wB97M-V/def2-TZVPD) results for a gas-phase ion, C3H6NO2 (charge -1).

CARTESIAN COORDINATES (ANGSTROEM)
O: 2.52303 0.41548 -0.65559
O: -1.70231 -1.26998 -1.30730
N: 0.63488 0.64218 0.66773
C: -0.55315 -0.27886 0.58167
C: -1.28770 -0.10760 -0.77824
C: 1.81991 0.09597 0.28335
H: -0.21602 -1.31370 0.58889
H: -1.20253 -0.06792 1.41743
H: -2.06996 0.69127 -0.62456
H: -0.52217 0.35779 -1.47062
H: 2.12371 -0.74664 0.93055
H: 0.45229 1.58200 0.36669

Its total charge is -1. The value obtained for the orbital gap is 6.54 eV. As for the structure (SMILES): O=CNCC[O-].

Atom-resolved charges from Mulliken, all expressed in e: -0.574 -0.874 -0.206 -0.511 -0.299 0.027 0.275 0.346 0.134 0.112 0.346 0.224

Version four
DFT (wB97M-V/def2-TZVPD) results for a gas-phase ion, C3H6NO2 (charge -1).

CARTESIAN COORDINATES (ANGSTROEM)
O: -1.88682 0.00437 1.11938
O: 2.09423 0.35756 -0.68916
N: 0.09232 -0.83534 0.31575
C: -1.27504 0.74734 -1.04166
C: 1.71909 -0.32020 0.31883
C: -1.01637 -0.00345 0.26386
H: 0.06532 -1.46693 -0.47973
H: 1.67232 0.14713 1.32542
H: 2.12345 -1.34447 0.46532
H: -1.07794 1.81240 -0.87985
H: -0.60495 0.41754 -1.82910
H: -2.32832 0.66897 -1.31182

Its total charge is -1. The value obtained for the orbital gap is 7.61 eV. As for the structure (SMILES): CC(=O)NC[O-].

Atom-resolved charges from Mulliken, all expressed in e: -0.546 -0.778 -0.533 -0.831 -0.319 0.428 0.273 0.251 0.245 0.207 0.286 0.316

It is version two that is the least stable of them.

Version one
DFT (wB97M-V/def2-TZVPD) results for 16 unconnected molecules or ions with the total composition C3H37O16.

CARTESIAN COORDINATES (ANGSTROEM)
O: 1.39570 1.92800 -3.53602
O: -2.10030 -3.70300 1.47498
O: -0.01930 3.33700 -1.69802
O: -0.37130 -0.85300 2.91998
O: -0.02730 -3.46300 -0.49302
O: 2.02770 0.69600 1.75898
O: -3.86330 1.61800 2.08598
O: 2.93470 -0.43500 -0.86702
O: 3.43570 0.09100 -3.55502
O: 2.17370 -3.41400 -1.99602
O: 2.65370 2.45400 -0.85802
O: 2.27870 -2.31900 1.64898
O: -1.70130 3.25700 0.53898
O: -3.14230 -1.16000 2.30698
O: 0.52870 -1.10900 0.20298
O: -1.40430 1.77700 3.15598
C: -0.04330 -0.14700 -0.59402
C: 0.05570 -0.52800 -2.12702
C: -1.47330 0.15100 -0.23002
H: -0.11130 4.28200 -1.97202
H: 1.79870 -1.91700 0.95898
H: 1.71070 2.53300 -0.79002
H: 3.01170 2.57300 0.02098
H: -2.79730 -4.27800 1.72298
H: -1.93430 2.22400 3.83498
H: -2.93130 1.52100 2.38598
H: 1.57370 1.52400 1.63398
H: -1.81130 1.00700 -0.78902
H: -0.38530 -1.43600 -2.45802
H: 0.47570 0.83000 -0.32702
H: -2.52330 3.59300 0.93498
H: -0.75530 3.24100 -1.07602
H: -3.69330 -1.55000 2.94698
H: 1.07770 -0.54500 -2.41002
H: 1.30570 -3.34500 -1.68302
H: 2.73670 0.76500 -3.75902
H: -0.41230 0.31900 -2.70302
H: -0.94130 2.49600 2.72098
H: -0.90330 -3.68600 -0.14502
H: -2.07730 -0.75200 -0.30302
H: -2.41530 -2.83100 1.40898
H: 0.16670 -2.57100 -0.27602
H: 2.07570 -0.73700 -0.86502
H: -2.25930 -1.16600 2.75798
H: 2.61770 -3.07800 1.19598
H: -1.64130 2.27600 0.41498
H: -4.08030 0.73700 1.81198
H: 0.98070 2.42000 -2.85702
H: 0.04070 -0.70200 2.06198
H: 2.87070 0.50300 -0.79302
H: -0.67230 0.03400 3.16798
H: 2.30270 -4.32700 -2.20302
H: -1.52830 0.45500 0.75398
H: 0.68170 1.43500 -3.87902
H: 3.34470 -0.16500 -2.64302
H: 1.76370 0.14000 1.05698

Its total charge is -1. The value obtained for the orbital gap is 7.35 eV.

Atom-resolved charges from Mulliken, all expressed in e: -0.680 -0.598 -0.568 -0.815 -0.847 -0.701 -0.680 -0.825 -0.749 -0.604 -0.695 -0.736 -0.744 -0.659 0.563 -0.655 3.148 -1.304 -3.059 0.198 0.360 0.262 0.313 0.240 0.296 0.312 0.310 0.774 0.268 -1.319 0.327 0.242 0.256 0.379 0.314 0.419 0.242 0.258 0.234 0.330 0.375 0.068 -0.062 0.452 0.322 0.362 0.374 0.353 0.187 0.725 0.370 0.260 0.483 0.355 0.350 0.218

Version two
DFT (wB97M-V/def2-TZVPD) results for 16 unconnected molecules or ions with the total composition C3H37O16.

CARTESIAN COORDINATES (ANGSTROEM)
O: 0.35439 -3.24064 -3.45166
O: 0.87039 0.09336 -0.48466
O: 0.43239 3.14036 3.83534
O: -3.20861 1.54436 0.96534
O: -0.98061 4.31636 0.49834
O: 2.34139 1.25836 3.57534
O: -0.33361 -5.02664 -1.68966
O: 2.04339 -4.37964 -0.26666
O: -2.19961 1.34836 -2.50866
O: -2.60261 -2.10764 -1.88766
O: 2.51039 -1.67564 0.70534
O: -0.00661 2.57036 -1.20166
O: 2.49539 1.97236 0.70334
O: -2.15961 3.30036 2.68734
O: 3.01639 0.18336 -2.10766
O: -0.24361 -0.68164 -2.82566
C: -0.37761 0.43436 1.51834
C: -0.30261 -0.27664 0.24034
C: -0.55261 -1.73664 0.44034
H: -2.45561 0.92936 1.09734
H: 2.36539 1.44336 2.64934
H: 1.56439 1.80036 3.82834
H: -3.96661 1.07036 1.29434
H: 0.78939 3.64436 3.09234
H: 3.00139 -4.31764 -0.13266
H: 0.57439 0.18336 2.07434
H: -0.15461 4.77336 0.55634
H: -0.36461 1.54836 1.31934
H: 0.33039 1.77336 -0.80766
H: 1.94139 1.24436 0.47534
H: 2.92639 -0.75664 -2.35566
H: 0.16139 -2.28064 1.01134
H: 0.22339 -0.40364 -1.96266
H: -1.21361 0.11436 -0.27066
H: -1.54761 -1.83664 0.89934
H: -0.81861 3.64036 -0.18566
H: 1.73939 -3.61364 0.22534
H: 3.04339 2.20036 -0.09066
H: -2.52061 2.51536 2.25834
H: -1.23461 0.08836 2.07434
H: -3.02061 1.06836 -2.12766
H: 2.92139 -1.39664 1.52334
H: 0.16939 -3.84264 -2.72766
H: 0.19439 -0.27764 -3.56266
H: -0.54161 3.04836 3.77434
H: -1.82761 0.55536 -2.82666
H: -0.75461 2.17036 -1.64466
H: -1.66861 3.62236 1.90634
H: 0.06939 -2.38164 -3.09166
H: -0.48861 -2.26464 -0.50966
H: -1.97361 -1.44064 -2.09566
H: -2.29161 -2.40264 -1.04566
H: 2.43439 0.25836 -1.35766
H: 0.41639 -4.81464 -1.13666
H: 1.84239 -1.03864 0.55334
H: -0.96161 -5.66064 -1.42666

Its total charge is -1. The value obtained for the orbital gap is 9.30 eV.

Atom-resolved charges from Mulliken, all expressed in e: -0.743 0.040 -0.698 -0.722 -0.728 -0.723 -0.640 -0.737 -0.717 -0.706 -0.698 -0.863 -0.735 -0.816 -0.702 -0.926 -1.607 2.011 -2.342 0.297 0.325 0.427 0.262 0.288 0.310 0.202 0.289 0.007 0.169 0.302 0.343 0.465 0.362 -0.120 0.403 0.390 0.320 0.270 0.396 0.967 0.301 0.203 0.457 0.244 0.378 0.339 0.644 0.426 0.510 0.241 0.261 0.345 0.200 0.386 0.188 0.254

It is version one that is the least stable of them.

Version one
DFT (wB97M-V/def2-TZVPD) results for a gas-phase ion, C4H6NO (charge +1).

CARTESIAN COORDINATES (ANGSTROEM)
O: 1.92414 0.25960 0.49016
N: 0.05773 -0.95733 -1.61598
C: -0.23352 -0.66622 -0.17969
C: 0.04342 1.38435 1.55053
C: -1.07383 -1.43585 -0.73553
C: 0.79250 0.45814 0.73539
H: 0.80129 2.04558 1.88316
H: -1.95114 -1.90980 -0.84041
H: -0.13352 -0.26425 -2.44475
H: -0.47663 0.73985 2.22250
H: 0.91036 -1.57421 -1.98858
H: -0.66079 1.92014 0.92322

Its total charge is +1. The value obtained for the orbital gap is 11.27 eV. As for the structure (SMILES): CC(=O)C1=C[NH2+]1.

Atom-resolved charges from Mulliken, all expressed in e: -0.362 -0.342 0.144 -1.054 -0.252 0.719 0.307 0.428 0.334 0.363 0.349 0.368

Version two
DFT (wB97M-V/def2-TZVPD) results for a molecular structure, C4H6NO.

CARTESIAN COORDINATES (ANGSTROEM)
O: -1.13915 0.36484 -2.70389
N: 0.14995 -0.15044 -0.40505
C: -1.14534 0.61662 -1.59832
C: 1.35145 -0.84779 -0.26417
C: -0.46436 0.51820 0.47198
C: -1.70619 0.90982 -0.24263
H: 2.12072 -0.50808 -1.08898
H: -0.01963 0.49575 1.46406
H: -2.55224 0.19947 -0.12506
H: 1.81925 -0.92278 0.80637
H: 1.15797 -1.91910 -0.42083
H: -2.22973 1.89654 -0.12150

Its total charge is +1. The value obtained for the orbital gap is 10.99 eV.

Atom-resolved charges from Mulliken, all expressed in e: -0.157 -0.097 0.503 -0.641 -0.193 -0.354 0.277 0.438 0.270 0.278 0.305 0.373

It is version one that is the least stable of them.